Entry from OMol25: an isolated molecule of C5H8O (the ωB97M-V functional and the def2-TZVPD basis).

Atoms and positions in Å:
O -0.219 1.241 1.840
C 0.893 1.068 -1.288
C 0.040 -0.634 0.343
C 0.757 -0.207 -0.928
C 0.488 0.376 1.381
C -1.482 -0.692 0.218
H 1.570 0.329 1.634
H -1.879 0.304 0.003
H 0.428 -1.620 0.638
H -1.937 -1.039 1.152
H 0.438 1.876 -0.717
H -1.783 -1.371 -0.586
H 1.215 -0.990 -1.530
H 1.471 1.357 -2.160

## Properties
- energy above the lowest of the compared OMol25 structures with the same formula, charge and spin (kcal/mol) = 26.2
- total energy (Ha) = -270.51616
- frontier orbital gap (hartree) = 0.3960
- LUMO level (eV) = 1.027